Entry 1:
Computed, not measured: C36H37BN13OTeTi as an isolated structure, with ωB97M-V/def2-TZVPD.

Last column: Mulliken charge in e.
CARTESIAN COORDINATES (ANGSTROEM)
Ti (0.2486, 0.3148, 0.1348)  -1.600
C (3.3964, 0.3607, 2.9569)  -1.807
C (2.7689, 0.8463, 1.8124)  -0.320
N (1.9066, -0.0564, 1.3505)  0.716
N (1.9508, -1.1162, 2.1762)  -0.346
C (2.8375, -0.8866, 3.1597)  -0.005
B (0.9810, -2.2686, 1.8420)  0.409
N (1.0715, -2.4696, 0.3053)  0.815
C (1.6711, -3.4745, -0.3472)  -0.151
C (1.5569, -3.2404, -1.7043)  -1.871
C (0.8597, -2.0391, -1.7947)  -0.060
N (0.5763, -1.5788, -0.5707)  0.246
N (-0.4352, -1.7311, 2.1405)  0.531
C (-1.2788, -2.0982, 3.1141)  -0.061
C (-2.3934, -1.2846, 3.0521)  -1.905
C (-2.1368, -0.4179, 1.9974)  -0.356
N (-0.9505, -0.6983, 1.4499)  0.727
N (1.2329, -3.5628, 2.5520)  0.325
C (2.3688, -4.1085, 3.0685)  -0.302
C (2.0631, -5.3630, 3.5301)  -1.016
C (0.7002, -5.5258, 3.2362)  -0.319
N (0.2249, -4.4549, 2.6452)  -1.083
H (4.1498, 0.8491, 3.5400)  0.526
H (2.9063, 1.7947, 1.3168)  0.547
H (3.0160, -1.5855, 3.9510)  0.770
H (2.1341, -4.2906, 0.1722)  0.583
H (1.9284, -3.8481, -2.5045)  0.541
H (0.5390, -1.5136, -2.6812)  0.432
H (-1.0555, -2.9118, 3.7740)  0.646
H (-3.2624, -1.3184, 3.6762)  0.585
H (-2.7617, 0.3789, 1.6316)  0.410
H (3.3037, -3.5838, 3.0529)  0.671
H (2.7132, -6.0636, 4.0087)  0.476
H (0.0767, -6.3734, 3.4287)  0.490
N (3.1614, 1.2987, -2.8373)  0.102
C (3.0186, 0.8366, -1.5906)  -0.403
N (1.7448, 0.9210, -1.2394)  0.988
C (1.1306, 1.4580, -2.3542)  0.099
N (1.9914, 1.6982, -3.3304)  -0.705
C (-0.2676, 1.7276, -2.3074)  0.205
C (-0.8853, 2.6591, -3.1429)  -0.806
N (-2.1266, 3.0295, -2.9653)  -0.485
C (-2.8041, 2.4878, -1.9371)  -0.733
C (-2.2316, 1.5617, -1.1046)  -0.349
N (-0.9553, 1.1194, -1.2684)  2.015
H (3.9927, 1.3825, -3.4044)  0.194
H (3.8187, 0.4595, -0.9825)  0.547
H (-0.3144, 3.1192, -3.9357)  0.526
H (-3.8191, 2.8269, -1.8012)  0.471
H (-2.8062, 1.1334, -0.2896)  0.246
C (-2.2643, -3.8977, -1.3513)  -0.902
Te (-2.4360, -1.7460, -1.3325)  0.344
C (-4.4946, -2.1774, -1.8698)  -1.127
C (-4.6044, -3.6326, -2.1952)  0.479
C (-5.7767, -4.1684, -2.7160)  -0.736
C (-5.8649, -5.5249, -2.9700)  -0.577
C (-4.7717, -6.3532, -2.7353)  -0.607
C (-3.5960, -5.8255, -2.2351)  -0.650
C (-3.5125, -4.4696, -1.9448)  0.430
H (-2.1369, -4.2491, -0.3224)  0.517
H (-1.3803, -4.1976, -1.9159)  0.465
H (-4.8127, -1.5473, -2.7018)  0.504
H (-5.1406, -1.9374, -1.0200)  0.446
H (-6.6160, -3.5225, -2.9243)  0.457
H (-6.7830, -5.9414, -3.3520)  0.411
H (-4.8391, -7.4079, -2.9482)  0.415
H (-2.7406, -6.4633, -2.0687)  0.454
C (-0.2649, 7.6841, 3.9654)  -1.479
C (-0.2473, 6.2629, 3.5290)  0.559
C (-0.2962, 5.2191, 4.4504)  -1.167
C (-0.2636, 3.8949, 4.0637)  1.344
C (-0.3712, 2.8364, 5.1158)  -1.753
C (-0.1586, 3.5702, 2.6800)  0.339
C (-0.0368, 2.2092, 2.3018)  -0.044
O (0.0177, 1.7593, 1.1096)  0.142
C (-0.1471, 4.6328, 1.7299)  0.833
C (-0.0993, 4.3628, 0.2591)  -0.944
C (-0.1898, 5.9405, 2.1721)  -1.256
H (-0.3258, 7.7672, 5.0461)  0.391
H (-1.1147, 8.2046, 3.5258)  0.371
H (0.6374, 8.1932, 3.6278)  0.366
H (-0.3677, 5.4541, 5.5020)  0.365
H (-0.4969, 3.2915, 6.0942)  0.413
H (0.5202, 2.2116, 5.1519)  0.365
H (-1.2291, 2.1930, 4.9269)  0.387
H (0.0360, 1.4625, 3.1086)  0.086
H (-1.0235, 3.8750, -0.0605)  0.154
H (0.7379, 3.7069, 0.0020)  0.043
H (0.0036, 5.2944, -0.2907)  0.522
H (-0.1760, 6.7415, 1.4466)  0.484

Properties
<S²> = 0.75
2S+1 = 2
Gap between HOMO and LUMO (spin up / spin down) = 4.999 / 5.042 eV
Molar mass = 854.1 g mol⁻¹
Energy above the lowest of the compared OMol25 structures with the same formula, charge and spin = 1.989 eV
Lowest unoccupied orbital energy (spin up / spin down) = -6.89 / -6.84 eV
E = -90427.1493 eV
F_max = 5.23 eV/Å
HOMO energy (spin up / spin down) = -11.89 / -11.89 eV
Charge = +2


Entry 2:
Computed, not measured: C33H46N6OS4Si2TeTi as an isolated structure, with ωB97M-V/def2-TZVPD.

Last column: Mulliken charge in e.
CARTESIAN COORDINATES (ANGSTROEM)
Ti (1.4018, 1.1982, 0.0259)  0.871
O (3.2234, 0.6673, -0.7078)  0.014
N (4.2870, 1.4685, -0.8407)  0.120
C (5.4600, 0.8813, -1.1670)  -0.373
C (6.5839, 1.6328, -1.3398)  -0.783
C (6.4930, 3.0217, -1.1719)  -0.174
C (5.2940, 3.5912, -0.8356)  -0.937
C (4.1440, 2.8003, -0.6530)  0.648
S (2.6119, 3.4003, -0.2088)  -0.492
H (5.4071, -0.1922, -1.2638)  0.530
H (7.5141, 1.1496, -1.5966)  0.429
H (7.3686, 3.6428, -1.3033)  0.394
H (5.1924, 4.6569, -0.6925)  0.471
N (1.3573, -2.2957, -2.4222)  0.184
C (2.2840, -3.2198, -1.8683)  -0.224
C (3.0392, -4.0436, -2.6843)  -0.901
C (3.9491, -4.9237, -2.1142)  -0.614
C (4.1334, -4.9469, -0.7400)  -0.777
C (3.3997, -4.0922, 0.0721)  -0.530
C (2.4524, -3.2538, -0.4931)  0.667
S (1.4101, -2.2413, 0.4995)  -0.082
N (1.1996, -0.9109, -0.5479)  0.609
C (1.1301, -1.0934, -1.8187)  0.337
C (0.7583, 0.0753, -2.6608)  0.546
C (0.5682, 0.0077, -4.0293)  -0.976
C (0.1642, 1.1507, -4.7065)  -0.873
C (-0.0155, 2.3258, -4.0052)  -1.026
C (0.2347, 2.3252, -2.6433)  -0.485
N (0.6037, 1.2269, -1.9898)  1.081
H (1.2968, -2.3153, -3.4262)  0.152
H (2.9111, -4.0069, -3.7600)  0.418
H (4.5214, -5.5844, -2.7507)  0.424
H (4.8501, -5.6250, -0.2980)  0.417
H (3.5484, -4.0874, 1.1444)  0.498
H (0.6934, -0.9093, -4.5866)  0.492
H (-0.0087, 1.1134, -5.7736)  0.466
H (-0.3253, 3.2368, -4.4963)  0.515
H (0.1433, 3.2186, -2.0400)  0.508
C (0.8116, -1.4651, 5.2657)  -1.108
N (1.6854, -0.7497, 4.3556)  -0.158
C (1.2666, -0.0224, 3.3186)  0.831
N (-0.0389, 0.0235, 3.0613)  0.115
S (2.4218, 0.8250, 2.3832)  -0.695
H (1.4233, -2.0193, 5.9710)  0.353
H (0.1870, -2.1800, 4.7254)  0.317
H (0.1748, -0.7809, 5.8308)  0.353
H (2.6806, -0.7691, 4.5008)  0.262
H (-0.7086, -0.4068, 3.6770)  0.268
H (-0.3734, 0.7045, 2.3771)  -0.535
S (-0.4889, 2.4786, 0.9015)  -0.356
C (-0.2579, 3.8528, 2.0137)  0.740
C (0.9160, 4.1313, 2.7054)  -0.239
C (0.9712, 5.2192, 3.5676)  -0.888
C (-0.1322, 6.0387, 3.7462)  -0.511
C (-1.3019, 5.7684, 3.0491)  -0.645
C (-1.3638, 4.6860, 2.1867)  -0.600
H (1.7860, 3.5092, 2.5702)  0.177
H (1.8920, 5.4266, 4.0980)  0.421
H (-0.0799, 6.8874, 4.4151)  0.372
H (-2.1699, 6.4029, 3.1742)  0.411
H (-2.2761, 4.4752, 1.6422)  0.421
C (-1.0164, -5.1224, 0.6229)  -0.716
Si (-2.4635, -4.0540, 0.1038)  0.236
C (-4.0713, -4.8341, 0.6495)  -1.082
C (-2.4458, -3.8779, -1.7568)  -0.817
C (-2.3079, -2.3779, 0.9819)  -0.567
Te (-2.1050, -0.6371, -0.2615)  -0.270
C (-3.6912, 0.4997, 0.5958)  -0.777
Si (-4.5678, 1.5902, -0.6725)  0.193
C (-5.7454, 0.5206, -1.6487)  -1.024
C (-3.3090, 2.3708, -1.8203)  -0.687
C (-5.4704, 2.9384, 0.2516)  -0.930
H (-1.0674, -6.1034, 0.1450)  0.363
H (-1.0062, -5.2800, 1.7043)  0.294
H (-0.0671, -4.6611, 0.3416)  0.037
H (-4.1810, -5.8425, 0.2448)  0.309
H (-4.9260, -4.2448, 0.3086)  0.310
H (-4.1276, -4.9046, 1.7381)  0.324
H (-2.5255, -4.8647, -2.2199)  0.389
H (-1.5205, -3.4137, -2.1088)  0.095
H (-3.2767, -3.2662, -2.1133)  0.270
H (-1.4561, -2.3889, 1.6647)  0.063
H (-3.1997, -2.1822, 1.5807)  0.617
H (-3.2633, 1.1007, 1.4012)  0.443
H (-4.3934, -0.2189, 1.0224)  0.563
H (-5.2127, -0.3092, -2.1202)  0.251
H (-6.2385, 1.0926, -2.4374)  0.336
H (-6.5226, 0.1001, -1.0067)  0.321
H (-2.7710, 1.6164, -2.4015)  0.139
H (-2.5846, 2.9492, -1.2423)  0.119
H (-3.8022, 3.0439, -2.5264)  0.507
H (-6.1635, 2.5274, 0.9887)  0.329
H (-6.0450, 3.5683, -0.4311)  0.323
H (-4.7607, 3.5798, 0.7791)  0.196

Properties
<S²> = 0.75
2S+1 = 2
Gap between HOMO and LUMO (spin up / spin down) = 6.279 / 6.242 eV
Molar mass = 902.7 g mol⁻¹
Energy above the lowest of the compared OMol25 structures with the same formula, charge and spin = 0.245 eV
Lowest unoccupied orbital energy (spin up / spin down) = -3.24 / -3.28 eV
E = -135460.9144 eV
F_max = 0.98 eV/Å
HOMO energy (spin up / spin down) = -9.52 / -9.52 eV
Charge = +1